Here is C5H14N3 as an isolated structure from OMol25. Energies are from wB97M-V/def2-TZVPD.

E_LUMO = -4.1212 eV
net charge = +1

Each line ends with the Mulliken charge.
Geometry (Å):
C 1.2991 0.9288 0.9244  0.870
C 0.4058 2.1255 0.8814  -1.313
C -0.9620 -1.4322 0.6242  -0.900
C -1.4616 0.3039 -1.0008  -0.937
C 1.2334 -0.1176 -0.1324  -0.447
N 2.1870 0.8861 1.8103  -0.633
N -0.4225 -1.6684 -1.6313  -0.828
N -0.5423 -0.7475 -0.6007  0.460
H -0.5292 1.9150 1.4021  0.269
H 0.8859 2.9341 1.4256  0.389
H 0.1911 2.4470 -0.1336  0.400
H -0.2233 -2.1788 0.9156  0.364
H -1.0677 -0.7185 1.4381  0.369
H -1.9136 -1.9415 0.4587  0.374
H -2.3900 -0.1671 -1.3390  0.324
H -1.6912 0.9561 -0.1647  0.387
H -1.0512 0.8888 -1.8216  0.355
H 1.5413 0.2709 -1.1014  0.312
H 1.7169 -1.0541 0.1159  0.426
H 2.8027 0.0808 1.8617  0.238
H 0.1683 -2.4614 -1.4106  0.255
H -0.1769 -1.2501 -2.5219  0.266

---

Here is a 2-piece molecular cluster, C5H14N3 overall from OMol25. Energies are from wB97M-V/def2-TZVPD.

E_LUMO = -4.0111 eV
net charge = +1

Each line ends with the Mulliken charge.
Geometry (Å):
C -0.9105 0.7871 0.9248  0.791
C -0.1924 1.7689 1.8044  -1.315
C -0.5759 -0.5856 0.9570  -1.699
C 0.4156 -0.8095 -1.5828  -0.717
C 1.1464 -0.8179 -0.2278  0.048
N -1.8177 1.2476 0.1254  -0.291
N 1.6268 -2.0438 0.1872  -0.477
N 0.1472 0.4790 -2.0787  -0.383
H -0.9612 1.9645 2.4628  0.444
H 0.2457 2.6787 1.4117  0.389
H 0.7256 1.2150 2.2256  0.298
H -0.1196 -1.0004 1.7528  0.684
H -1.1194 -1.3456 0.5421  0.658
H 1.0473 -1.5967 -2.2120  0.302
H -0.5090 -1.3301 -1.5104  0.355
H 1.5834 0.0453 0.0278  0.580
H -2.3818 0.7440 -0.5429  0.243
H 1.7321 -2.7821 -0.4744  0.204
H 1.4713 -2.4048 1.1275  0.238
H 0.9346 1.0948 -1.9800  0.194
H -2.1758 2.1864 0.0306  0.225
H -0.3126 0.5052 -2.9706  0.229

---

Here is a 2-piece molecular cluster, C5H14N3 overall from OMol25. Energies are from wB97M-V/def2-TZVPD.

E_LUMO = -3.7834 eV
net charge = +1

Each line ends with the Mulliken charge.
Geometry (Å):
C 1.0394 1.7999 -1.0076  -0.716
N 1.6836 0.7480 -0.2371  -0.150
C 1.7947 -0.5055 -0.5692  0.270
N 2.4175 -1.3773 0.2724  -0.382
H 0.7547 1.4834 -2.0291  0.311
H 1.7199 2.6646 -0.9973  0.309
H 0.0997 2.0511 -0.5334  0.250
H 1.9983 1.0446 0.6873  0.257
H 1.5072 -0.8617 -1.5724  0.336
H 2.5976 -1.0876 1.2440  0.228
H 2.4076 -2.3661 0.1070  0.262
C -2.2848 -0.2237 -1.1330  -1.188
C -1.7274 -0.7335 0.1434  -0.089
C -1.5581 0.0490 1.2249  -0.292
N -0.9554 -0.3666 2.4483  -0.571
H -2.6284 0.8123 -1.0954  0.303
H -1.6068 -0.2582 -2.0058  0.222
H -3.1760 -0.8025 -1.4464  0.358
H -1.5092 -1.7927 0.2658  0.348
H -1.7011 1.1016 1.1816  0.475
H -0.0045 0.0256 2.5582  0.169
H -0.8687 -1.4048 2.4938  0.292

---

Here is C5H14N3O2Pd as an isolated structure from OMol25. Energies are from wB97M-V/def2-TZVPD.

E_LUMO (alpha / beta) = -3.1580 / -6.5760 eV
net charge = +1
<S²> = 2.009
spin multiplicity = 3

Each line ends with the Mulliken spin population.
Geometry (Å):
Pd -0.0526 0.1194 -0.0063  1.310
N -1.1170 2.2040 0.0510  0.096
C -2.2754 2.2188 -0.8704  -0.003
C -3.2221 1.0528 -0.6140  0.010
C -2.7651 -0.2000 -1.4291  -0.014
O -3.4001 -0.5209 -2.4035  0.070
O -1.6679 -0.7398 -0.9881  0.383
H -1.4418 2.3532 0.9998  -0.005
H -0.4914 2.9685 -0.1728  -0.003
H -1.8922 2.1739 -1.8902  -0.002
H -2.8287 3.1556 -0.7727  0.005
H -4.2250 1.2865 -0.9548  0.001
H -3.2426 0.7772 0.4439  -0.002
N 1.0715 -1.9148 0.0167  0.099
C 2.1726 -1.8303 0.9877  -0.002
C 2.8492 -0.4737 0.8670  -0.009
N 1.8649 0.6023 1.1209  0.072
H 0.4565 -2.6988 0.1927  -0.004
H 1.4287 -2.0141 -0.9270  -0.005
H 2.9169 -2.6145 0.8410  0.005
H 1.7545 -1.9467 1.9888  -0.001
H 3.2326 -0.3461 -0.1460  -0.001
H 3.6889 -0.4220 1.5612  0.004
H 2.2731 1.5041 0.9069  -0.001
H 1.6204 0.6120 2.1070  -0.004

---

Here is C5H14N4 as an isolated structure from OMol25. Energies are from wB97M-V/def2-TZVPD.

E_LUMO = 0.8042 eV

Each line ends with the Mulliken charge.
Geometry (Å):
C 0.2100 -1.8671 -0.7845  -0.968
C 1.8125 -1.6361 1.0186  -0.892
N 0.7030 -1.0229 0.3005  0.142
C -0.4795 -0.0247 1.4067  0.042
N -1.6372 -0.5304 1.6537  -0.922
H -2.1426 -0.7547 0.7964  0.253
H 0.1511 0.1612 2.2758  0.345
H 1.0051 -2.0384 -1.5191  0.346
H -0.6048 -1.3400 -1.2772  0.316
H -0.1233 -2.8269 -0.3898  0.352
H 2.0922 -1.0086 1.8650  0.332
H 2.6832 -1.7544 0.3538  0.328
H 1.5197 -2.6190 1.3908  0.321
C -1.1524 2.2961 -1.5955  -1.003
N -1.3170 1.3011 -0.5486  -0.372
C -0.1617 1.1363 0.3018  -0.064
N 0.9013 0.4866 -0.3870  -0.583
H -2.1140 1.5164 0.0441  0.276
H 1.8138 0.8250 -0.0808  0.295
H 0.1611 2.0570 0.8197  0.481
H -0.3964 1.9484 -2.2926  0.334
H -0.8332 3.2822 -1.2159  0.306
H -2.0911 2.4125 -2.1358  0.334

---

Here is a 2-piece molecular cluster, C5H14N5 overall from OMol25. Energies are from wB97M-V/def2-TZVPD.

E_LUMO = -5.0654 eV
net charge = +1

Each line ends with the Mulliken charge.
Geometry (Å):
C -2.2963 0.4037 0.6788  0.167
C 2.1713 2.0134 0.4354  -1.146
C 1.9656 0.7409 0.1225  0.667
C 2.2109 -1.7740 0.8867  -1.045
C 2.7544 -0.3092 0.9765  -0.522
N -3.0871 0.3041 -0.3413  0.055
N -4.1816 -0.2397 -0.5709  -0.144
N -2.4741 0.3539 1.9694  -0.290
N -5.0580 0.1626 -1.4068  -0.223
N 1.1095 0.2901 -0.8269  -0.471
H 2.9029 2.2919 1.2165  0.258
H 1.6565 2.8428 -0.0185  0.314
H 2.9065 -2.5545 1.3100  0.328
H 2.1082 -2.1064 -0.1664  0.280
H 1.1516 -1.7429 1.2913  0.227
H 3.7468 -0.3521 0.5988  0.324
H 2.6559 -0.0962 2.0527  0.295
H -3.3967 0.4470 2.3031  0.251
H -1.7439 0.6724 2.4934  0.268
H -5.7797 -0.4642 -1.7192  0.290
H -5.1234 1.0795 -1.9686  0.291
H -1.3227 0.7423 0.3493  0.305
H 1.5227 -0.4514 -1.4070  0.240
H 0.8331 1.0174 -1.5420  0.281

---

Here is an isolated ion of composition C5H14N5 and charge +1 from OMol25. Energies are from wB97M-V/def2-TZVPD.

E_LUMO (alpha / beta) = -5.6390 / -5.6399 eV
SMILES = [H]/N=N/[N+](=N/[H])N(C)CC(C)C
net charge = +1

Each line ends with the Mulliken charge.
Geometry (Å):
H 2.5804 -2.8212 -0.5681  0.314
N 2.3012 -1.8745 -0.7632  -0.402
N 2.0356 -1.1454 0.1925  -0.122
N 1.7561 0.2383 -0.2145  1.032
N 2.5967 0.8345 -0.9298  -0.802
H 2.1853 1.7033 -1.3238  0.349
N 0.9446 0.7965 0.6100  0.441
C 0.7094 2.2121 0.5404  -0.821
C -0.0714 -0.1222 0.9753  -1.133
C -0.9280 -0.9585 -0.0875  0.422
C -2.2884 -1.2474 0.5300  -1.482
C -1.1680 0.0142 -1.2221  -1.130
H 0.2308 2.6526 1.4494  0.300
H 1.6982 2.7305 0.4671  0.455
H -0.0759 2.5065 -0.2695  0.331
H -0.9171 0.4976 1.4464  0.451
H 0.2257 -0.9085 1.8101  0.291
H -0.3799 -1.8587 -0.3570  0.328
H -2.7491 -0.2523 0.9260  0.316
H -2.8587 -1.6703 -0.1908  0.511
H -2.2151 -1.8372 1.4585  0.355
H -1.6224 0.8339 -0.7459  0.319
H -1.8627 -0.4039 -1.9108  0.496
H -0.1271 0.0802 -1.8225  0.182

---

Here is an isolated ion of composition C5H14N5 and charge +1 from OMol25. Energies are from wB97M-V/def2-TZVPD.

E_LUMO = -2.5581 eV
SMILES = C/N=C(\N)N(C)N(C)C=[NH2+]
net charge = +1

Each line ends with the Mulliken charge.
Geometry (Å):
C -2.2845 1.4677 -0.3382  -0.924
N -1.0627 0.6863 -0.1333  -0.188
C -0.7890 -0.5758 0.2786  0.386
N -1.6043 -1.6804 0.4214  -0.432
N 0.5416 -0.8012 0.5435  -0.012
C 1.2299 -2.0874 0.5732  -0.918
N 1.3265 0.2346 -0.0466  -0.185
C 1.7401 0.0727 -1.4640  -1.028
C 0.8630 1.4906 0.1701  0.011
N 0.8355 2.0211 1.3854  -0.287
H -2.9976 1.3440 0.5355  0.323
H -2.8764 0.9948 -1.2048  0.321
H -2.0451 2.4619 -0.5995  0.310
H -1.3955 -2.2734 1.1514  0.200
H -2.6500 -1.6538 0.4353  0.300
H 1.3504 -2.4340 -0.4675  0.295
H 2.2111 -1.8743 0.9285  0.399
H 0.8448 -2.8717 1.3495  0.340
H 2.6444 0.6717 -1.5343  0.433
H 2.0764 -0.9133 -1.4906  0.429
H 1.0086 0.5906 -2.1415  0.300
H 0.8796 2.2146 -0.6641  0.377
H 0.8332 1.2417 2.1190  0.290
H 0.8006 3.0089 1.7215  0.259

---

Here is a 2-piece molecular cluster, C5H14NO overall from OMol25. Energies are from wB97M-V/def2-TZVPD.

E_LUMO = 4.3107 eV
net charge = -1

Each line ends with the Mulliken charge.
Geometry (Å):
N -1.0511 -2.3160 2.0487  -0.685
C 0.3022 -2.0897 1.4872  -0.465
O 0.3801 -0.9067 0.8140  -0.558
H -1.0061 -2.6770 3.0152  0.222
H -1.5714 -1.3913 2.0069  0.218
H 1.0512 -2.1839 2.3546  0.123
H 0.5385 -2.8467 0.7448  0.199
C 2.0149 1.0392 -0.6416  -1.319
C 0.5323 1.5030 -0.4619  -0.545
C -0.3581 0.8325 -1.4933  -0.388
C -1.7944 0.8857 -1.0003  -1.031
H 1.9207 -0.0173 -0.5730  0.292
H 2.7654 1.3929 0.0486  0.333
H 2.3600 1.2941 -1.6332  0.359
H 0.4325 2.5726 -0.6196  0.470
H 0.1852 1.1937 0.5275  0.314
H -0.0477 -0.2313 -1.6102  0.262
H -0.2989 1.3014 -2.4696  0.474
H -1.7598 0.3276 -0.0299  0.087
H -2.5229 0.3861 -1.6714  0.348
H -2.0726 1.9313 -0.8436  0.289

---

Here is a 2-piece molecular cluster, C5H14NO overall from OMol25. Energies are from wB97M-V/def2-TZVPD.

E_LUMO = 4.0801 eV
net charge = -1

Each line ends with the Mulliken charge.
Geometry (Å):
C 0.6861 -1.3935 -1.3672  -0.233
C 1.6513 -0.2674 -1.0337  -0.452
C 1.3550 0.3184 0.3440  -0.592
N 0.7145 -1.7270 -2.7979  -0.669
H -0.3023 -1.0191 -1.1041  0.277
H 0.8823 -2.2672 -0.7333  0.186
H 1.4872 0.5030 -1.7886  0.247
H 2.6994 -0.5967 -1.1349  0.308
H 1.5844 -0.4011 1.1414  0.255
H 0.2581 0.5052 0.3743  -0.098
H 1.9157 1.2390 0.5123  0.362
H 0.0128 -2.4355 -2.9855  0.213
H 1.6037 -2.1427 -3.0556  0.207
C -1.9414 0.4863 1.4982  -0.505
O -1.6077 0.2630 0.2065  -0.895
C -1.7100 1.9512 1.9420  -0.867
H -1.3379 -0.1337 2.2184  0.206
H -3.0058 0.2129 1.7027  0.298
H -1.8869 2.0836 3.0125  0.335
H -2.3732 2.6127 1.3703  0.226
H -0.6855 2.2089 1.6783  0.191